{
  "formula": "C40H78ClN3O29S2",
  "method": "ωB97M-V with the def2-TZVPD basis set",
  "gap_ev": 9.4,
  "homo_ev": -9.13,
  "multiplicity": 1,
  "smiles": "CCCCO[C@]1(CCC(=O)O)OS(=O)(=O)[C@](O)(CC(N)(N)N)[C@](CC(=O)Cl)(OCCOCC)[C@]1(S)OCCC.COC(=O)OC.COC(=O)OC.COC(=O)OC.COC(=O)OC.COC(=O)OC.COC(=O)OC",
  "elements": ["C", "C", "C", "C", "O", "C", "C", "C", "C", "O", "O", "O", "S", "O", "O", "C", "O", "C", "C", "N", "N", "N", "C", "C", "C", "O", "Cl", "O", "C", "C", "O", "C", "C", "C", "S", "O", "C", "C", "C", "H", "H", "H", "H", "H", "H", "H", "H", "H", "H", "H", "H", "H", "H", "H", "H", "H", "H", "H", "H", "H", "H", "H", "H", "H", "H", "H", "H", "H", "H", "H", "H", "H", "H", "H", "H", "H", "H", "H", "H", "H", "H", "C", "O", "C", "O", "O", "C", "H", "H", "H", "H", "H", "H", "C", "O", "C", "O", "O", "C", "H", "H", "H", "H", "H", "H", "C", "O", "C", "O", "O", "C", "H", "H", "H", "H", "H", "H", "C", "O", "C", "O", "O", "C", "H", "H", "H", "H", "H", "H", "C", "O", "C", "O", "O", "C", "H", "H", "H", "H", "H", "H", "C", "O", "C", "O", "O", "C", "H", "H", "H", "H", "H", "H"],
  "xyz": [[0.019, 2.266, 2.716], [0.988, 2.958, 1.751], [1.964, 1.969, 1.123], [1.281, 1.035, 0.148], [2.283, 0.361, -0.618], [2.202, -1.001, -0.842], [2.380, -1.784, 0.463], [3.834, -1.955, 0.931], [4.556, -0.662, 1.176], [4.428, -0.007, 2.183], [5.390, -0.321, 0.175], [3.361, -1.310, -1.647], [3.608, -0.510, -2.996], [3.966, 0.853, -2.757], [4.519, -1.355, -3.711], [1.976, -0.564, -3.901], [2.078, -1.611, -4.822], [1.882, 0.753, -4.687], [2.602, 0.883, -6.055], [2.625, 2.327, -6.390], [3.973, 0.457, -6.105], [1.817, 0.216, -7.091], [0.691, -0.696, -2.938], [-0.360, -1.359, -3.835], [-1.725, -1.852, -3.417], [-2.148, -2.878, -3.859], [-2.807, -0.924, -2.377], [0.446, 0.620, -2.475], [-0.717, 1.383, -2.740], [-0.355, 2.835, -2.924], [0.269, 3.356, -1.775], [1.424, 4.137, -2.050], [2.138, 4.446, -0.743], [0.976, -1.526, -1.657], [1.498, -3.252, -2.151], [-0.133, -1.459, -0.803], [-0.791, -2.618, -0.313], [-1.920, -2.228, 0.653], [-1.727, -0.903, 1.368], [-0.849, 1.866, 2.198], [0.514, 1.483, 3.288], [-0.376, 2.984, 3.433], [1.544, 3.716, 2.298], [0.396, 3.426, 0.963], [2.389, 1.372, 1.928], [2.783, 2.492, 0.630], [0.655, 0.344, 0.703], [0.615, 1.586, -0.513], [1.838, -1.293, 1.266], [1.984, -2.789, 0.374], [3.746, -2.441, 1.902], [4.388, -2.637, 0.294], [5.468, 0.643, 0.154], [2.563, -2.354, -4.440], [2.122, 1.583, -4.040], [0.819, 0.856, -4.920], [1.751, 2.766, -6.125], [3.385, 2.788, -5.906], [4.066, -0.545, -6.123], [4.530, 0.841, -5.356], [2.415, -0.468, -7.540], [1.078, -0.330, -6.667], [0.077, -2.232, -4.296], [-0.560, -0.683, -4.670], [-1.264, 1.090, -3.635], [-1.379, 1.314, -1.879], [0.259, 2.969, -3.816], [-1.298, 3.363, -3.112], [2.084, 3.576, -2.714], [1.131, 5.064, -2.552], [1.409, 4.423, 0.063], [2.613, 5.421, -0.782], [2.897, 3.691, -0.553], [0.313, -3.698, -2.579], [-0.099, -3.270, 0.218], [-1.226, -3.203, -1.124], [-2.874, -2.260, 0.133], [-1.958, -3.011, 1.410], [-1.663, -0.066, 0.679], [-2.586, -0.716, 2.012], [-0.854, -0.925, 2.015], [1.433, 4.579, 7.206], [0.580, 4.145, 8.270], [-0.137, 3.061, 7.983], [-0.114, 2.460, 6.943], [-0.884, 2.761, 9.043], [-1.710, 1.607, 8.868], [1.949, 5.459, 7.579], [2.155, 3.806, 6.953], [0.847, 4.837, 6.327], [-1.101, 0.725, 8.678], [-2.409, 1.756, 8.048], [-2.253, 1.486, 9.800], [4.147, -4.550, 4.206], [3.034, -4.819, 3.347], [2.106, -5.611, 3.882], [2.142, -6.095, 4.981], [1.134, -5.769, 2.987], [0.054, -6.601, 3.429], [4.808, -3.892, 3.649], [3.820, -4.048, 5.114], [4.676, -5.467, 4.459], [-0.426, -6.172, 4.305], [0.408, -7.603, 3.658], [-0.654, -6.647, 2.608], [-0.591, 1.406, -9.196], [-1.847, 1.106, -9.821], [-2.574, 0.219, -9.156], [-2.272, -0.310, -8.116], [-3.705, 0.009, -9.829], [-4.588, -0.934, -9.217], [-0.099, 2.144, -9.821], [-0.749, 1.818, -8.202], [0.028, 0.517, -9.128], [-4.895, -0.590, -8.232], [-4.112, -1.909, -9.136], [-5.452, -0.999, -9.871], [-0.051, -11.263, 4.202], [-1.404, -11.688, 4.390], [-2.301, -10.709, 4.322], [-2.061, -9.547, 4.121], [-3.507, -11.232, 4.517], [-4.576, -10.283, 4.472], [0.556, -12.158, 4.284], [0.077, -10.819, 3.217], [0.238, -10.549, 4.971], [-4.621, -9.802, 3.497], [-4.455, -9.532, 5.249], [-5.485, -10.851, 4.645], [-5.058, 4.652, 3.291], [-5.557, 4.107, 2.063], [-4.699, 3.320, 1.427], [-3.588, 3.041, 1.796], [-5.264, 2.903, 0.293], [-4.409, 2.078, -0.503], [-5.861, 5.262, 3.691], [-4.812, 3.856, 3.990], [-4.181, 5.270, 3.110], [-4.131, 1.174, 0.037], [-3.512, 2.626, -0.789], [-4.976, 1.814, -1.391], [-1.581, 6.326, 0.593], [-0.434, 6.874, 1.243], [-0.698, 7.473, 2.400], [-1.784, 7.581, 2.908], [0.446, 7.930, 2.905], [0.307, 8.600, 4.161], [-1.232, 5.863, -0.326], [-2.046, 5.564, 1.216], [-2.299, 7.109, 0.352], [-0.098, 7.925, 4.913], [-0.339, 9.470, 4.062], [1.307, 8.912, 4.443]],
  "mulliken_charge": [-1.229, -0.861, -1.479, 2.273, 0.182, -0.049, -0.410, -0.345, 0.115, -0.604, -0.483, -0.854, 1.514, -0.672, -0.795, 0.219, -0.603, -2.141, -0.401, -0.645, -0.675, -0.304, 1.212, -1.506, -0.126, -0.533, -0.107, 0.711, -0.430, -1.146, 0.039, -0.247, -0.666, -0.102, -0.284, 0.491, -0.560, -0.857, -0.719, -0.046, 0.293, 0.529, 0.539, 0.117, 0.487, 0.607, -0.742, -0.577, -0.047, 0.752, 0.086, 0.507, 0.408, 0.810, -0.133, 1.019, 0.300, 0.329, 0.352, 0.305, 0.369, 0.255, 0.996, 0.828, 0.689, -0.243, 0.283, 0.397, 0.019, 0.588, -0.266, 0.590, 0.214, 0.283, 0.405, 0.308, 0.384, 0.378, -0.152, 0.564, 0.317, -0.565, -0.324, 0.825, -0.532, -0.334, -0.615, 0.222, 0.294, 0.235, 0.291, 0.286, 0.215, -0.733, -0.240, 0.692, -0.560, -0.224, -0.677, 0.204, 0.340, 0.334, 0.336, 0.280, 0.229, -0.540, -0.334, 0.794, -0.542, -0.348, -0.609, 0.305, 0.209, 0.261, 0.285, 0.289, 0.207, -0.613, -0.310, 0.812, -0.519, -0.334, -0.621, 0.212, 0.283, 0.288, 0.291, 0.293, 0.216, -0.443, -0.367, 0.740, -0.503, -0.378, -0.315, 0.217, 0.282, 0.133, 0.215, 0.155, 0.288, -0.527, -0.277, 0.801, -0.560, -0.324, -0.629, 0.020, 0.236, 0.451, 0.268, 0.300, 0.231]
}